(1)
C14H25N3O3 | wB97M-V/def2-TZVPD

## Properties
relative energy (zero: lowest compared OMol25 entry of this formula, charge and spin) = 0.9225 eV
gap between HOMO and LUMO = 9.88 eV

Last column: Mulliken charge in e.
Geometry (Å):
C -7.1105 -2.0412 0.3829  -1.300
C -5.8568 -1.7240 -0.4227  -0.316
C -5.5073 -0.2392 -0.3666  -0.675
C -4.2627 0.0851 -1.1895  -0.446
C -3.8683 1.5609 -1.0869  -0.912
C -3.1823 1.9133 0.2414  -0.647
C -1.6739 2.1321 0.1119  -1.286
C -0.8970 0.8863 -0.3206  0.915
C 0.5895 1.1437 -0.5629  -1.253
C 1.2544 -0.1736 -0.1219  0.551
C 2.5962 0.0344 0.5261  0.232
C 2.6303 0.6423 1.8981  -1.864
N 3.6055 -0.3057 -0.1697  -0.288
N 4.8599 -0.1292 0.2699  0.128
C 5.9593 -0.5019 -0.4915  0.437
N 5.6360 -1.0065 -1.7011  -0.300
O 7.0811 -0.3456 -0.0682  -0.640
O 0.3458 -0.7674 0.8005  -0.417
C -0.8763 -0.2168 0.7328  0.260
O -1.7806 -0.5929 1.4192  -0.575
H -6.9691 -1.7708 1.4269  0.324
H -7.3415 -3.1028 0.3316  0.387
H -7.9632 -1.4854 -0.0020  0.322
H -6.0086 -2.0220 -1.4634  0.285
H -5.0177 -2.3022 -0.0302  0.311
H -6.3511 0.3463 -0.7409  0.310
H -5.3400 0.0460 0.6733  0.301
H -4.4574 -0.1645 -2.2361  0.433
H -3.4412 -0.5436 -0.8419  0.124
H -3.2070 1.8209 -1.9172  0.418
H -4.7717 2.1630 -1.2040  0.432
H -3.3564 1.1207 0.9674  0.376
H -3.6116 2.8321 0.6452  0.321
H -1.2845 2.4728 1.0748  0.445
H -1.4844 2.9209 -0.6216  0.318
H -1.3630 0.4610 -1.2153  0.279
H 0.8271 1.3795 -1.5970  0.361
H 0.9336 1.9644 0.0694  0.387
H 1.3741 -0.8567 -0.9723  0.396
H 1.6229 0.7553 2.2862  0.311
H 3.1874 -0.0012 2.5795  0.536
H 3.1185 1.6182 1.8759  0.403
H 5.0620 0.2652 1.1841  0.187
H 4.6668 -1.1618 -1.9164  0.219
H 6.3628 -1.3731 -2.2871  0.214

(2)
C14H25N4O5 | wB97M-V/def2-TZVPD

## Properties
relative energy (zero: lowest compared OMol25 entry of this formula, charge and spin) = 3.1549 eV
gap between HOMO and LUMO = 7.55 eV
net charge = -1

Last column: Mulliken charge in e.
Geometry (Å):
C -4.1823 2.7013 -1.9645  -0.952
N -2.9687 1.8854 -1.6299  0.076
C -1.8341 1.7827 -2.4390  0.052
O -1.6157 2.5097 -3.3717  -0.661
C -0.8247 0.6135 -1.9952  0.113
C 0.6149 1.0648 -2.2680  -0.752
C 1.5841 0.1776 -1.5134  0.316
C 3.0540 0.3939 -1.7399  -0.852
C 3.3282 1.7024 -1.0882  -0.653
N 4.7517 1.9646 -0.7187  -0.645
N -1.0416 0.0411 -0.6436  0.249
C -1.2099 0.6745 0.5231  0.288
O -1.0308 1.8565 0.5909  -0.615
C -1.6516 -0.0328 1.7571  -0.774
C -0.5779 -0.5303 2.7915  -1.103
C 0.5777 -1.5110 2.2602  -0.340
C -0.1253 -2.4737 1.2671  0.330
O -0.8155 -3.3969 1.6752  -0.748
O 0.1675 -2.4148 0.0699  -0.717
N -2.5115 0.7996 2.6257  -0.118
C -3.5915 1.3557 2.0685  0.838
C -4.2457 2.4928 2.7963  -1.224
O -4.1701 0.9242 1.0645  -0.691
H -4.9501 1.9924 -2.3585  0.303
H -4.6611 3.1761 -1.0986  0.276
H -4.0021 3.5796 -2.6625  0.326
H -2.7917 1.5437 -0.6850  0.275
H -1.1928 -0.0528 -2.6665  0.628
H 0.7809 0.8899 -3.3001  0.290
H 0.8542 2.1509 -2.0624  0.309
H 1.4405 -0.8299 -1.8987  0.336
H 1.4692 0.1358 -0.3979  -0.393
H 3.2518 0.4633 -2.8229  0.268
H 3.6670 -0.3947 -1.2802  0.422
H 3.1030 2.4550 -1.8103  0.408
H 2.6842 1.7759 -0.1772  0.250
H 4.9436 1.0829 -0.2391  0.281
H 5.3081 2.1267 -1.5408  0.269
H -0.9451 -0.9059 -0.5181  0.274
H -2.0234 -0.9325 1.4989  0.597
H 0.0903 0.3648 2.9127  0.346
H -1.0003 -0.9744 3.7183  0.413
H 1.0633 -1.8608 3.1903  0.454
H 1.2791 -0.9398 1.6356  0.059
H -2.2042 1.1994 3.4470  0.269
H -3.9862 2.4987 3.8379  0.386
H -5.3192 2.3382 2.6871  0.309
H -3.9549 3.3561 2.1662  0.229

(3)
C14H25N5S4Sc | wB97M-V/def2-TZVPD

## Properties
relative energy (zero: lowest compared OMol25 entry of this formula, charge and spin) = 0.0000 eV
gap between HOMO and LUMO = 4.87 eV
net charge = +3

Last column: Mulliken charge in e.
Geometry (Å):
Sc 0.5744 -0.0534 -0.0040  0.042
S -0.5561 2.3226 -0.3257  0.197
S -0.3330 -2.4980 -0.3807  0.151
C -2.3920 2.4931 -0.2477  -1.323
C -0.4472 2.3969 -2.1560  -0.669
C -0.9631 1.1296 -2.8051  -0.968
N -0.2244 -0.0537 -2.2930  0.286
C -0.8240 -1.3055 -2.8461  -0.846
C -0.2308 -2.5473 -2.1936  -0.693
H 0.6053 2.5902 -2.3995  0.367
H -1.0501 3.2615 -2.4447  0.540
H -0.8202 1.2017 -3.8931  0.379
H -2.0327 0.9840 -2.6135  0.415
H -0.6431 -1.3394 -3.9367  0.358
H -1.9107 -1.2591 -2.6874  0.420
H 0.8196 -2.6929 -2.4711  0.329
H -0.8051 -3.4266 -2.5007  0.560
C -2.1116 -2.8660 -0.2072  -0.659
H 0.7024 0.0006 -2.7390  0.292
H -2.6285 -2.7497 -1.1680  0.364
H -2.5725 -2.2084 0.5358  0.119
H -2.1797 -3.9059 0.1430  0.410
H -2.6611 2.6488 0.8044  0.502
H -2.9096 1.6150 -0.6575  0.378
H -2.6602 3.3872 -0.8261  0.447
C 2.3160 -0.5839 -1.3050  -0.471
C 2.6458 -0.8523 0.0296  -0.415
H 2.6052 0.3895 -1.7516  0.420
H 2.3081 -1.4093 -2.0320  0.529
H 3.4365 -0.2719 0.5033  0.336
H 2.5419 -1.8458 0.5074  0.287
N -2.8527 -0.5208 1.7451  -0.426
C -1.7031 -0.7115 2.4532  0.250
N -0.5048 -0.3618 2.0073  0.597
C 0.4433 -0.4665 3.0407  -0.176
C -0.0338 -1.0894 4.1794  -0.459
S -1.7242 -1.4528 4.0434  -0.065
C 1.6584 0.2458 2.8270  0.310
C 2.8094 0.3629 3.5912  -0.481
S 3.8758 1.5729 2.9454  -0.058
C 2.7311 1.8554 1.6508  0.243
N 1.6668 1.0588 1.6784  -0.087
N 2.9664 2.7291 0.6546  -0.231
H -3.7021 -0.7054 2.2657  0.245
H -2.8463 0.2328 1.0484  -0.010
H 0.5909 -1.3012 5.0408  0.433
H 3.0223 -0.2593 4.4535  0.465
H 3.8088 3.2862 0.7011  0.240
H 2.1942 2.9736 0.0353  0.127

Q: What is the relative energy (zero: lowest compared OMol25 entry of this formula, charge and spin) in the first record?
A: 0.9225 eV

Q: What is the formula in the third record?
A: C14H25N5S4Sc